Record 1
Below is C14H36AlN4O3P2S3 as an isolated structure, with properties calculated with the ωB97M-V functional and the def2-TZVPD basis.

```
! wB97M-V def2-TZVPD RIJCOSX def2/J DEFGRID3
* xyz 3 1
Al -0.70766 -1.11960 -0.09216
C -1.28744 -3.68278 -2.03849
C -2.20265 -2.55625 -2.51066
S -2.80124 -1.33918 -1.29988
C -3.89020 -2.23391 -0.15722
C -3.21503 -3.19001 0.82093
S -1.86956 -2.34017 1.70086
C -0.52350 -3.56065 1.81893
C -0.15988 -4.28882 0.53338
S 0.10518 -3.21115 -0.93051
H -0.81942 -4.12219 -2.91905
H -1.83577 -4.47705 -1.54053
H -3.08236 -2.99399 -2.98521
H -1.71049 -1.93877 -3.26311
H -4.64625 -2.75304 -0.74682
H -4.39710 -1.43026 0.38074
H -2.83449 -4.08804 0.34173
H -3.94522 -3.49646 1.56964
H -0.77815 -4.28894 2.58918
H 0.31321 -2.96910 2.19178
H -0.90285 -5.03094 0.25157
H 0.77639 -4.82439 0.68844
C -1.13313 1.16486 3.31621
N -0.46342 1.75319 2.13644
C -0.45738 3.23387 2.18081
P 0.80959 0.95221 1.50733
O 0.34615 -0.48849 1.20101
O 1.07645 1.72629 0.13457
P 0.66205 1.32452 -1.36546
O -0.20954 0.05575 -1.32035
N -0.27203 2.55987 -1.83456
C -1.23083 2.37226 -2.94210
C 0.26859 3.93511 -1.75568
N 2.06952 0.93863 -2.05827
C 3.17031 1.92849 -2.02219
C 2.13091 0.02684 -3.21446
N 2.24648 0.88217 2.22684
C 2.61870 -0.21042 3.14546
C 2.95873 2.15683 2.47571
H -0.74481 1.59017 4.24302
H -0.99755 0.08500 3.34766
H -2.19758 1.38638 3.25722
H 0.03314 3.60430 3.08251
H -1.49042 3.57783 2.18487
H 0.03437 3.64670 1.30480
H -1.70327 1.39557 -2.87328
H -0.75943 2.48201 -3.92028
H -2.00095 3.13436 -2.84414
H 0.94277 4.04055 -0.90756
H -0.56558 4.62012 -1.61772
H 0.79997 4.21507 -2.66671
H 3.05030 2.61427 -1.18614
H 3.21621 2.49925 -2.95007
H 4.11045 1.39496 -1.89355
H 1.30806 -0.68223 -3.18371
H 3.06940 -0.52244 -3.16219
H 2.10183 0.57295 -4.15818
H 1.96512 -1.06710 3.00423
H 2.55764 0.11981 4.18224
H 3.64282 -0.51181 2.93326
H 2.59052 2.94686 1.82365
H 4.01834 2.01078 2.27184
H 2.84198 2.47038 3.51340
*
```

Properties
- ΔE to the lowest compared entry with this formula, charge and spin: 0.4755 eV
- Frontier orbital gap: 9.468 eV

=====

Record 2
Below is C14H36Cl2GeOPdS3Si3 as an isolated structure, with properties calculated with the ωB97M-V functional and the def2-TZVPD basis.

```
! wB97M-V def2-TZVPD RIJCOSX def2/J DEFGRID3
* xyz 1 2
Pd 1.09243 0.52666 1.30144
S 3.36408 1.06095 5.15227
C 2.57328 0.89290 3.76269
S 3.17466 1.12944 2.15572
S 0.94451 0.31573 3.55299
C -0.53564 -2.87625 2.58051
Si -1.12670 -2.71847 0.82875
C -0.61608 -4.16143 -0.24022
C -2.98544 -2.50152 0.72542
Ge -0.48498 -0.61156 -0.25572
Si -1.79903 0.19629 -2.13248
C -3.58023 0.53721 -1.69558
C -1.66238 -1.35548 -3.17491
C -0.90509 1.61546 -2.93715
Si -0.59121 2.24531 1.70272
C -0.94181 3.14200 0.11285
C 0.19092 3.45165 2.87851
C -2.10064 1.36799 2.35442
H -0.84161 -3.85945 2.94800
H -0.98098 -2.12206 3.23032
H 0.54827 -2.80507 2.66869
H -1.22262 -5.02164 0.05744
H 0.43124 -4.43610 -0.09700
H -0.79244 -3.98784 -1.30246
H -3.47966 -3.38221 1.14240
H -3.32886 -2.39151 -0.30514
H -3.33302 -1.63693 1.29786
H -4.06370 -0.33598 -1.25383
H -4.11552 0.77938 -2.61779
H -3.71173 1.37768 -1.01533
H -2.10060 -2.22783 -2.68671
H -0.62197 -1.58079 -3.41954
H -2.19501 -1.20596 -4.11773
H -1.08550 2.56788 -2.43802
H -1.25274 1.70846 -3.96945
H 0.17028 1.43524 -2.95823
H -0.03595 3.50050 -0.37246
H -1.53237 4.01947 0.39794
H -1.52902 2.56225 -0.59734
H 1.23504 3.64839 2.63713
H 0.13011 3.11068 3.91133
H -0.34094 4.40383 2.78771
H -2.59488 0.76975 1.58460
H -2.81289 2.13451 2.67988
H -1.87912 0.74218 3.21556
Cl 5.24164 2.06948 -0.93710
C 4.01724 3.31446 -0.69985
Cl 2.39234 2.70202 -1.09800
H 4.22814 4.14898 -1.35636
H 4.01398 3.60346 0.34463
C 2.69940 -1.05608 -2.50754
C 2.43567 -0.93537 -1.02127
C 2.40107 -2.26683 -0.31084
O 1.17256 -0.21521 -0.87891
H 3.66882 -1.52673 -2.67480
H 2.70973 -0.07190 -2.97333
H 1.93183 -1.67068 -2.98424
H 3.19293 -0.29239 -0.57278
H 1.68734 -2.94009 -0.79463
H 2.14517 -2.16043 0.74686
H 3.38765 -2.72637 -0.36188
*
```

Properties
- ⟨S²⟩: 0.778
- ΔE to the lowest compared entry with this formula, charge and spin: 0.0000 eV
- Frontier orbital gap (alpha / beta): 7.006 / 5.066 eV

=====

Record 3
Below is C14H36I2N6Na as an isolated structure, with properties calculated with the ωB97M-V functional and the def2-TZVPD basis.

```
! wB97M-V def2-TZVPD RIJCOSX def2/J DEFGRID3
* xyz 1 1
Na -0.27300 -0.33922 0.03285
C 3.19944 1.37969 0.76805
C 2.16477 2.44964 0.40485
N 0.75091 2.18322 0.71523
C 0.37792 2.02983 2.12952
C 0.45407 0.62741 2.73840
N -0.60606 -0.24802 2.20602
C -0.58040 -1.59179 2.82657
C 0.50665 -2.51654 2.26201
C 0.08952 -3.35373 1.04941
N -0.14465 -2.57869 -0.19150
C 0.96600 -2.67230 -1.16498
C 2.23613 -1.95505 -0.71855
N 2.01459 -0.53217 -0.41338
C 3.29137 0.17379 -0.16213
H 4.18079 1.86230 0.75561
H 3.04890 1.05246 1.79826
H 2.41967 3.37531 0.92317
H 2.22768 2.67813 -0.66318
H 0.38009 1.46336 0.12437
H 1.01894 2.69972 2.70413
H -0.64232 2.40619 2.26029
H 1.41630 0.17022 2.51358
H 0.38687 0.71553 3.82963
H -1.49384 0.18289 2.44299
H -0.45477 -1.50364 3.91042
H -1.55924 -2.05029 2.66119
H 1.40365 -1.93569 2.02343
H 0.80018 -3.21422 3.04823
H 0.84763 -4.12228 0.86566
H -0.83296 -3.88466 1.29436
H -0.97047 -2.94959 -0.64484
H 1.22952 -3.71486 -1.37044
H 0.61687 -2.23969 -2.10835
H 2.63981 -2.43723 0.17556
H 2.98645 -2.09432 -1.50642
H 1.59327 -0.11063 -1.24464
H 3.99032 -0.54099 0.27587
H 3.73753 0.48685 -1.11345
N -3.08065 0.10288 0.16947
C -3.70355 -0.19168 -1.14080
C -3.47206 0.95374 -2.11826
C -2.00795 1.34770 -2.28399
C -1.16937 0.27259 -2.95516
N 0.26786 0.57870 -2.78234
H -3.41819 -0.56528 0.85495
H -3.42222 1.00722 0.48525
H -4.77753 -0.36361 -1.06020
H -3.27026 -1.12000 -1.52137
H -4.03478 1.82757 -1.77597
H -3.89995 0.67737 -3.08576
H -1.58592 1.59371 -1.30403
H -1.93731 2.27093 -2.86460
H -1.45811 0.19298 -4.00542
H -1.36601 -0.70942 -2.50937
H 0.42328 1.55551 -3.01600
H 0.81654 0.05215 -3.45524
I -0.54866 4.44666 -0.17215
I -1.77331 6.71935 -0.89680
*
```

Properties
- ΔE to the lowest compared entry with this formula, charge and spin: 0.4125 eV
- Frontier orbital gap: 8.200 eV

=====

Record 4
Below is C14H37AuO2Si3 as an isolated structure, with properties calculated with the ωB97M-V functional and the def2-TZVPD basis.

```
! wB97M-V def2-TZVPD RIJCOSX def2/J DEFGRID3
* xyz 0 1
Au -0.81987 -0.60086 0.79948
C -2.14481 3.42186 0.59566
O -1.34446 2.26784 0.43705
Si 0.02312 2.19412 -0.51653
C -0.45012 2.72219 -2.27121
C 1.20883 3.57119 0.01449
C 0.65234 0.43401 -0.30021
Si 2.18576 0.35676 0.79040
C 3.67994 1.34012 0.14757
C 1.77861 0.95575 2.54400
C 2.89528 -1.39367 0.97965
Si 0.67437 -0.54225 -1.90960
C 0.99067 -2.40345 -1.71092
C 2.03931 0.04190 -3.09104
C -1.00599 -0.46124 -2.80662
H -1.56568 4.26414 0.98855
H -2.94174 3.19195 1.30395
H -2.59829 3.72749 -0.35334
H -0.75329 3.77186 -2.27669
H -1.27348 2.13459 -2.67909
H 0.39904 2.62500 -2.95104
H 0.71023 4.54146 -0.04770
H 2.07260 3.60595 -0.65280
H 1.57695 3.44863 1.03446
H 3.61816 2.41065 0.34866
H 3.79287 1.20956 -0.93180
H 4.58990 0.96436 0.62034
H 1.13460 1.83770 2.51964
H 2.68293 1.21147 3.10177
H 1.24863 0.18185 3.10434
H 3.47088 -1.67054 0.09338
H 2.11828 -2.14512 1.12929
H 3.57185 -1.42896 1.83654
H 1.91247 -2.60826 -1.16722
H 1.07684 -2.86640 -2.69751
H 0.17062 -2.89891 -1.18531
H 3.02058 -0.16536 -2.65575
H 1.99126 1.11290 -3.29920
H 1.98484 -0.48789 -4.04450
H -1.76895 0.01032 -2.18278
H -1.35588 -1.46642 -3.05132
H -0.94554 0.10158 -3.74101
C -3.96440 -0.50296 2.04323
C -3.67244 -1.84726 1.41356
O -2.31852 -2.19822 1.68181
C -1.98067 -3.50985 1.23402
C -0.59546 -3.87220 1.72249
H -5.01061 -0.24378 1.88595
H -3.33325 0.26933 1.59604
H -3.76478 -0.53770 3.11412
H -3.83395 -1.80965 0.32997
H -4.32687 -2.62059 1.82956
H -2.02625 -3.54939 0.13924
H -2.72095 -4.21121 1.63313
H 0.12613 -3.13078 1.37682
H -0.31559 -4.84659 1.32288
H -0.56607 -3.90701 2.81115
*
```

Properties
- ΔE to the lowest compared entry with this formula, charge and spin: 0.0000 eV
- Frontier orbital gap: 9.064 eV

=====

Record 5
Below is C14H37CdO13 as an isolated structure, with properties calculated with the ωB97M-V functional and the def2-TZVPD basis.

```
! wB97M-V def2-TZVPD RIJCOSX def2/J DEFGRID3
* xyz 2 2
Cd -0.09284 3.97460 0.42921
C -1.14553 0.87376 -0.48439
C 0.37220 0.98233 -0.34497
O 0.69450 1.98415 0.51802
H -1.36942 -0.03600 -1.04145
H -1.61927 1.69945 -1.01533
H -1.60364 0.74546 0.49632
H 0.81709 1.24696 -1.30421
H 0.81120 0.02594 -0.06089
C 1.73141 -2.02697 -2.11461
C 1.81315 -2.88703 -0.84534
O 3.19141 -2.99344 -0.56898
C 3.90865 -2.08570 -1.29409
O 5.13308 -1.82409 -1.20089
O 3.07403 -1.42449 -2.09518
H 0.79294 -1.49060 -1.97436
H 1.68203 -2.57639 -3.05473
H 1.47624 -3.83977 -1.25386
H 1.19810 -2.43172 -0.06913
C -1.62557 1.39756 3.46744
C -1.31737 1.61172 4.94044
O -2.26513 2.63709 5.26735
C -3.17447 2.78783 4.32391
O -4.10492 3.55390 4.34876
O -2.92674 2.02697 3.34213
H -1.76810 0.32475 3.33759
H -0.91368 1.80175 2.74777
H -0.30089 1.89866 5.20978
H -1.71876 0.77352 5.51002
O -2.21648 3.83679 -2.64675
H -2.73306 3.78657 -3.45104
H -2.07332 2.92415 -2.39612
O -4.74401 2.96682 -0.55235
H -3.89544 2.81330 -0.13689
H -4.76633 3.91052 -0.71095
O 1.88195 2.36933 2.97077
H 1.62551 2.26383 2.05461
H 1.38130 3.12654 3.27446
C -2.95809 -3.11517 0.23599
C -1.79189 -3.21247 -0.72829
O -1.53971 -4.62816 -0.86387
H -3.90055 -2.96897 -0.29173
H -2.93377 -2.22119 0.85913
H -2.98285 -3.99718 0.87595
H -0.89220 -2.67146 -0.43507
H -2.15952 -2.75309 -1.64585
H -2.07935 -4.96858 -1.58115
C 1.28216 -0.01890 -5.80928
C 1.51981 1.07109 -4.74262
O 0.29507 1.31668 -4.20850
H 1.26447 -1.01552 -5.36823
H 2.09540 -0.01908 -6.53505
H 0.41208 0.29392 -6.38651
H 1.98914 2.03361 -4.94606
H 2.07496 0.48295 -4.01188
H 0.40168 1.29489 -3.25469
C 2.27405 -1.84473 3.05814
C 3.22402 -0.88558 2.39078
O 3.60137 0.24919 3.21956
H 1.32843 -1.37991 3.33712
H 2.57051 -2.30422 4.00105
H 1.94819 -2.63837 2.38579
H 2.66609 -0.45600 1.55875
H 4.17971 -1.27747 2.04268
H 2.90093 0.90568 3.22173
*
```

Properties
- ⟨S²⟩: 0.754
- Frontier orbital gap (alpha / beta): 3.511 / 2.928 eV

=====

Record 6
Below is a 3-piece molecular cluster, C14H37N3O4P overall, with properties calculated with the ωB97M-V functional and the def2-TZVPD basis.

```
! wB97M-V def2-TZVPD RIJCOSX def2/J DEFGRID3
* xyz 1 1
N 0.52935 3.23624 1.41217
C -0.03583 3.80688 0.44427
C -1.31929 4.57928 0.72753
P -2.66804 3.40069 0.56100
H 1.37680 2.73894 1.13953
H 0.30037 3.77586 -0.59557
H -1.30360 4.94832 1.75249
H -1.46225 5.38459 0.00643
H -2.61456 2.77864 -0.69773
H -3.92488 3.97850 0.73594
H -2.50173 2.39683 1.51330
C -0.44620 0.30129 -6.21547
O -0.87107 -0.84411 -5.50531
C 0.14516 -1.46719 -4.72958
C -0.20505 -1.39515 -3.26006
N -0.14762 -0.01791 -2.78432
C -0.65680 0.17022 -1.43726
C -2.13864 -0.07726 -1.18919
O -2.98847 0.85649 -1.84715
C -3.38103 0.51268 -3.17237
H -1.28464 0.62904 -6.82706
H -0.15178 1.11831 -5.54555
H 0.39845 0.07433 -6.87261
H 1.11511 -0.99835 -4.91900
H 0.20944 -2.51627 -5.02869
H 0.50371 -1.99989 -2.68740
H -1.20048 -1.84465 -3.13767
H -0.66884 0.56442 -3.42869
H -0.44287 1.20939 -1.14965
H -0.09414 -0.46673 -0.74915
H -2.31650 0.05222 -0.11511
H -2.44154 -1.10005 -1.42973
H -3.45582 -0.56998 -3.28891
H -2.68688 0.89985 -3.92088
H -4.36034 0.95493 -3.34843
C 4.61107 -1.74150 3.01193
O 3.59745 -2.31065 3.81454
C 3.11062 -1.45906 4.84332
C 1.65234 -1.13413 4.60607
N 1.49719 -0.29288 3.42590
C 0.12226 -0.08842 3.00441
C -0.66020 -1.29696 2.50150
O -0.15135 -1.83054 1.29411
C 0.84974 -2.82874 1.43163
H 4.95021 -2.51595 2.32671
H 4.24718 -0.88598 2.43019
H 5.46142 -1.41112 3.61610
H 3.70549 -0.54251 4.89789
H 3.20708 -1.98517 5.79636
H 1.25501 -0.60383 5.47638
H 1.11283 -2.08767 4.52136
H 2.01874 -0.70965 2.66399
H 0.13308 0.65068 2.19579
H -0.43250 0.36015 3.83660
H -1.67878 -0.95885 2.28068
H -0.74859 -2.08535 3.25683
H 0.70511 -3.41395 2.34286
H 1.85741 -2.40598 1.44312
H 0.76768 -3.49234 0.57164
*
```

Properties
- Frontier orbital gap: 7.800 eV

=====

Record 7
Below is a 13-piece molecular cluster, C14H38ClN12O24P overall, with properties calculated with the ωB97M-V functional and the def2-TZVPD basis.

```
! wB97M-V def2-TZVPD RIJCOSX def2/J DEFGRID3
* xyz 0 1
C -0.54213 2.45681 -3.30625
C -0.95907 2.98736 -2.04781
P -0.83182 3.60384 -0.20384
Cl 0.95462 4.78706 0.05175
H -0.07823 2.07873 -4.33926
H -0.68347 2.39799 0.62212
C -0.70898 0.18042 3.83799
N -1.54423 0.95934 2.88443
O -1.14395 2.08666 2.57147
O -2.57811 0.41703 2.47689
H 0.16422 0.77662 4.11126
H -1.32201 -0.03088 4.71650
H -0.40557 -0.73978 3.33462
C -1.41754 -1.03214 -2.02302
N -0.16265 -1.81152 -1.84558
O 0.24406 -2.45855 -2.81767
O 0.37876 -1.75166 -0.73545
H -1.78194 -1.17664 -3.04230
H -2.14290 -1.40583 -1.29747
H -1.18102 0.01856 -1.84326
C -4.25388 3.37217 2.20750
N -4.85843 3.97514 0.98907
O -4.08650 4.33159 0.09125
O -6.09091 4.07350 0.96828
H -3.16856 3.34850 2.08859
H -4.53516 3.99615 3.05824
H -4.65311 2.36081 2.30741
C 1.88981 -4.15831 -4.84550
N 2.90731 -4.22730 -5.92881
O 2.84986 -3.36682 -6.81498
O 3.73508 -5.14328 -5.85892
H 1.23033 -3.30849 -5.03392
H 1.32732 -5.09404 -4.86167
H 2.42242 -4.03123 -3.90084
C -5.41776 6.11375 -2.13339
N -6.02231 6.71672 -3.35182
O -5.25038 7.07318 -4.24964
O -7.25479 6.81508 -3.37261
H -4.33244 6.09009 -2.25229
H -5.69904 6.73774 -1.28265
H -5.81699 5.10239 -2.03348
C 4.29047 1.54502 0.60393
N 2.95209 1.74015 1.22386
O 2.92131 2.20155 2.37067
O 1.97015 1.42471 0.54166
H 5.05788 1.86256 1.31305
H 4.39480 0.48303 0.37259
H 4.32615 2.15422 -0.30151
C -5.64643 -1.38189 0.08988
N -4.62893 -1.45087 -0.99343
O -4.68638 -0.59040 -1.87960
O -3.80116 -2.36685 -0.92354
H -6.30591 -0.53206 -0.09854
H -6.20892 -2.31761 0.07371
H -5.11382 -1.25480 1.03455
C 7.17499 0.70843 4.81370
N 6.09432 1.17737 3.90492
O 6.40715 1.98639 3.02365
O 4.96245 0.71998 4.10184
H 8.11205 1.18991 4.52611
H 6.89423 0.98781 5.83122
H 7.24921 -0.37554 4.70550
C -4.88580 -3.07425 -4.74993
N -3.82736 -2.20019 -5.32384
O -3.65528 -2.24842 -6.54739
O -3.19920 -1.49022 -4.52982
H -5.35379 -3.63971 -5.55854
H -4.40631 -3.74705 -4.03604
H -5.61589 -2.42814 -4.25826
C -2.02596 6.32051 5.52280
N -2.98792 5.29982 5.02635
O -2.67217 4.67199 4.00893
O -4.03284 5.15761 5.67212
H -1.15681 6.33773 4.86182
H -2.53617 7.28582 5.51431
H -1.73487 6.03391 6.53540
C 5.44638 -8.03249 -5.90001
N 5.07861 -9.47218 -5.82472
O 3.87501 -9.74582 -5.75068
O 6.00860 -10.28699 -5.84218
H 4.53387 -7.43306 -5.87516
H 6.07864 -7.80840 -5.03847
H 5.98373 -7.87832 -6.83794
C 5.96170 -3.60123 6.89045
N 7.18591 -2.77324 6.71907
O 8.26531 -3.28639 7.03620
O 7.02873 -1.63152 6.27089
H 6.24787 -4.57623 7.29058
H 5.30388 -3.07669 7.58640
H 5.49651 -3.70872 5.90848
*
```

Properties
- Frontier orbital gap: 7.908 eV